Record 1
{
  "formula": "C20H28N4O4",
  "method": "the ωB97M-V functional and the def2-TZVPD basis",
  "elements": ["C", "C", "C", "C", "O", "N", "C", "C", "C", "O", "N", "C", "C", "C", "N", "C", "O", "C", "C", "N", "O", "C", "C", "C", "C", "C", "C", "C", "H", "H", "H", "H", "H", "H", "H", "H", "H", "H", "H", "H", "H", "H", "H", "H", "H", "H", "H", "H", "H", "H", "H", "H", "H", "H", "H", "H"],
  "xyz": [[0.878684, 4.358091, -5.442553], [1.050233, 4.134377, -3.945371], [0.589013, 5.358955, -3.152953], [2.500200, 3.799489, -3.613959], [3.399641, 4.288628, -4.276329], [2.746682, 2.971706, -2.567027], [4.097429, 2.537555, -2.285719], [1.717146, 2.402397, -1.744768], [1.251783, 1.041683, -2.267773], [1.577359, 0.649859, -3.375115], [0.464191, 0.322467, -1.443804], [-0.023365, -1.010822, -1.782037], [-0.105646, -1.716603, -0.419477], [-1.239316, -2.733398, -0.362575], [-1.221770, -3.508006, 0.859472], [-1.999732, -3.232067, 1.936516], [-2.765929, -2.275050, 1.968633], [-1.830211, -4.133140, 3.080259], [-1.465367, -5.500170, 3.107906], [-1.514813, -6.012131, 4.299926], [-1.929639, -4.967079, 5.114923], [-2.142762, -3.868259, 4.384748], [-2.628256, -2.681175, 5.101382], [-3.516904, -2.834155, 6.306351], [-2.104630, -2.352574, 6.474883], [-0.234133, -0.583653, 0.599362], [1.040214, 0.150691, 0.933432], [0.083381, 0.705868, -0.094590], [1.205921, 3.486591, -6.009981], [-0.168827, 4.543099, -5.683929], [1.465736, 5.209906, -5.785193], [0.420958, 3.277887, -3.685954], [0.678824, 5.212359, -2.073568], [1.187553, 6.233156, -3.413467], [-0.454357, 5.590201, -3.370405], [4.807837, 3.016300, -2.949066], [4.368841, 2.782217, -1.255517], [4.177440, 1.456154, -2.423012], [2.108414, 2.282666, -0.730671], [0.862472, 3.072245, -1.657533], [-1.028566, -0.896795, -2.204069], [0.619564, -1.523377, -2.489044], [0.835273, -2.247454, -0.240442], [-2.199066, -2.227063, -0.459191], [-1.165950, -3.420561, -1.208872], [-0.522592, -4.225379, 0.946298], [-1.198242, -6.125261, 2.268509], [-2.839761, -1.850221, 4.446219], [-4.333116, -2.135679, 6.421830], [-3.766450, -3.832236, 6.638102], [-1.382373, -3.019468, 6.924798], [-1.925926, -1.313722, 6.713098], [-1.027539, -0.647225, 1.330711], [1.111404, 0.638131, 1.899159], [1.988063, -0.252516, 0.603168], [-0.499018, 1.602557, 0.054283]],
  "forces_ev_per_a": [[0.2, 0.0, -0.2], [-0.4, -0.2, 0.0], [0.1, 0.0, 0.1], [0.0, 0.3, -0.5], [0.1, 0.0, 0.0], [0.0, 0.1, 0.3], [0.2, -0.2, 0.1], [0.1, -0.1, 0.2], [0.2, 0.0, -0.4], [0.0, 0.0, 0.0], [-0.3, 0.3, 0.1], [-0.4, 0.2, 0.4], [0.1, -0.1, -0.1], [0.0, 0.1, -0.2], [-0.1, -0.2, -0.1], [-0.1, 0.7, 0.0], [0.1, -0.2, 0.0], [-0.4, 0.0, 0.3], [0.2, -0.2, -0.1], [0.0, 0.1, -0.1], [-0.1, 0.0, 0.1], [0.0, 0.0, 0.3], [0.1, 0.1, -0.4], [0.0, 0.0, 0.3], [-0.1, -0.1, 0.3], [0.2, -0.1, 0.0], [-0.3, 0.3, 0.6], [0.6, -0.7, -0.3], [0.0, 0.0, 0.0], [0.0, 0.0, 0.1], [0.0, 0.0, 0.1], [0.0, 0.1, 0.0], [0.0, 0.0, 0.0], [0.0, 0.0, 0.0], [0.0, 0.0, 0.0], [-0.2, 0.1, -0.1], [0.0, 0.0, 0.0], [0.0, 0.0, 0.0], [0.0, 0.0, 0.0], [0.0, 0.0, 0.0], [0.0, -0.2, -0.1], [0.1, 0.2, -0.1], [0.0, 0.0, 0.0], [-0.1, 0.0, 0.2], [0.1, 0.0, 0.0], [0.0, 0.0, 0.0], [0.0, -0.1, 0.1], [0.0, 0.0, -0.1], [0.1, 0.1, -0.1], [0.2, -0.1, -0.1], [-0.1, -0.2, -0.1], [-0.1, 0.1, -0.1], [0.0, 0.1, 0.0], [-0.2, 0.0, 0.0], [-0.1, 0.0, -0.3], [0.1, 0.1, 0.0]],
  "nbo_charge": [-0.592, -0.310, -0.597, 0.704, -0.636, -0.432, -0.414, -0.313, 0.671, -0.625, -0.434, -0.203, -0.229, -0.216, -0.607, 0.677, -0.638, -0.315, -0.015, -0.116, -0.288, 0.426, -0.308, -0.392, -0.395, -0.231, -0.423, -0.070, 0.221, 0.201, 0.222, 0.203, 0.198, 0.220, 0.211, 0.250, 0.185, 0.200, 0.224, 0.232, 0.192, 0.237, 0.200, 0.231, 0.204, 0.395, 0.216, 0.263, 0.223, 0.228, 0.226, 0.221, 0.256, 0.223, 0.219, 0.224],
  "multiplicity": 1,
  "de_lowest_kcal_mol": 85.01,
  "smiles": "CC(C)C(=O)N(C)CC(=O)N1C[C@H](CNC(=O)c2cnoc2C2CC2)[C@H]2C[C@H]21"
}

---

Record 2
{
  "formula": "C25H55N3O6P",
  "method": "the ωB97M-V functional and the def2-TZVPD basis",
  "elements": ["C", "C", "C", "C", "O", "C", "C", "C", "P", "N", "O", "N", "O", "C", "C", "C", "C", "C", "C", "C", "C", "C", "N", "H", "H", "H", "H", "H", "H", "H", "H", "H", "H", "H", "H", "H", "H", "H", "H", "H", "H", "H", "H", "H", "H", "H", "H", "H", "H", "H", "H", "H", "H", "H", "C", "C", "C", "O", "H", "H", "H", "H", "H", "H", "H", "H", "C", "C", "C", "O", "H", "H", "H", "H", "H", "H", "H", "H", "C", "C", "C", "O", "H", "H", "H", "H", "H", "H", "H", "H"],
  "xyz": [[0.213962, -2.209528, 2.781948], [0.097833, -3.700795, 2.459198], [-1.259945, -4.108310, 1.875938], [-1.365017, -3.878445, 0.373975], [-2.497638, -3.019433, 0.012601], [-2.176801, -1.771875, -0.353523], [-2.149431, -0.732468, 0.552358], [-1.826386, 0.545091, 0.159367], [-1.675877, 1.907928, 1.424844], [-2.803948, 2.999071, 0.748092], [-2.519484, 1.103419, 2.589488], [-1.532812, 0.734648, -1.129023], [-1.240862, 2.043858, -1.467456], [-0.257735, 2.197820, -2.520218], [1.105340, 1.573415, -2.267353], [2.078583, 2.241522, -3.250501], [1.573087, 1.666404, -0.811653], [2.074555, 3.058315, -0.348553], [1.452679, 3.447930, 1.003260], [3.594227, 3.025002, -0.185218], [-1.574843, -0.236226, -2.058513], [-1.898078, -1.515744, -1.710960], [-1.892526, -2.538083, -2.638471], [-0.737822, -1.798398, 3.121323], [0.956435, -2.021768, 3.555410], [0.523756, -1.629197, 1.908832], [0.319798, -4.294691, 3.343894], [0.857186, -3.952967, 1.714311], [-2.072070, -3.587084, 2.384868], [-1.403505, -5.169339, 2.084747], [-0.453938, -3.403395, -0.000627], [-1.471250, -4.807713, -0.174140], [-2.381744, -0.928829, 1.587212], [-3.316077, 2.632351, -0.041068], [-3.453039, 3.399330, 1.413152], [-3.301366, 1.588364, 2.875153], [-0.175582, 3.278995, -2.617984], [-0.686670, 1.844397, -3.459869], [1.081247, 0.523420, -2.575024], [3.079021, 1.832697, -3.142178], [1.739843, 2.088479, -4.276475], [2.115769, 3.319074, -3.097864], [2.401207, 0.960970, -0.715215], [0.804547, 1.323394, -0.116979], [1.788046, 3.832312, -1.060763], [2.125251, 4.104128, 1.555484], [0.483210, 3.932196, 0.884436], [1.299908, 2.567906, 1.632366], [3.847538, 2.312918, 0.603808], [3.989153, 3.994063, 0.113946], [4.105817, 2.702030, -1.092894], [-1.344943, 0.010706, -3.079022], [-2.280283, -3.385295, -2.241213], [-2.365868, -2.323927, -3.505156], [3.916595, 3.222033, 5.663675], [4.177474, 3.052830, 4.175375], [5.387003, 2.169185, 3.910483], [4.346657, 4.325931, 3.550116], [4.773004, 3.702053, 6.144266], [3.044571, 3.854426, 5.828940], [3.747531, 2.260490, 6.150001], [3.297610, 2.615035, 3.698856], [6.284941, 2.619012, 4.341799], [5.553331, 2.059379, 2.838322], [5.259122, 1.177892, 4.347406], [5.121314, 4.741035, 3.944615], [1.002259, -8.119898, 0.197408], [-0.424548, -7.829718, -0.237178], [-1.035173, -8.997409, -0.992735], [-0.471277, -6.637378, -1.034326], [1.633856, -8.301833, -0.676104], [1.420458, -7.272303, 0.741405], [1.047302, -8.999933, 0.838710], [-1.034356, -7.605440, 0.640166], [-0.458954, -9.203555, -1.898640], [-2.058466, -8.770493, -1.291185], [-1.043548, -9.900153, -0.382229], [0.056099, -6.794285, -1.825272], [-4.209692, 3.568714, -4.495814], [-4.231466, 4.368591, -3.204187], [-2.973670, 5.203051, -3.030674], [-4.411632, 3.497263, -2.081685], [-3.360602, 2.875764, -4.494640], [-5.121385, 2.981178, -4.600160], [-4.114435, 4.220144, -5.364327], [-5.103957, 5.021820, -3.194711], [-2.095254, 4.552108, -2.990822], [-3.011183, 5.767449, -2.099567], [-2.844716, 5.901587, -3.857485], [-3.657269, 2.896791, -2.081897]],
  "forces_ev_per_a": [[0.0, 0.1, -0.1], [0.0, 0.2, -0.2], [0.1, -0.2, 0.2], [0.3, 0.1, 0.0], [-0.1, -0.2, 0.0], [0.1, -0.1, 0.1], [-0.1, -0.5, 0.1], [0.0, 0.3, 0.0], [0.0, 0.3, 0.1], [0.1, -0.5, 0.0], [0.0, 0.0, 0.2], [0.1, 0.0, 0.0], [-0.1, -0.1, 0.0], [0.1, 0.0, -0.2], [0.1, 0.0, -0.2], [-0.3, 0.0, 0.0], [0.2, 0.3, -0.2], [0.0, -0.2, 0.6], [0.2, -0.1, 0.0], [0.0, 0.0, -0.1], [0.1, 0.5, -0.3], [-0.1, -0.5, 0.1], [-0.4, -0.2, 0.1], [0.0, 0.0, 0.2], [0.0, 0.0, 0.0], [-0.1, 0.0, -0.1], [-0.1, 0.0, 0.1], [0.2, -0.2, 0.2], [0.0, 0.0, 0.0], [-0.1, 0.0, -0.1], [0.0, 0.1, 0.0], [-0.2, 0.0, -0.1], [0.0, 0.1, 0.0], [-0.3, 0.2, 0.1], [0.1, 0.3, 0.0], [-0.1, -0.2, 0.0], [-0.1, 0.1, 0.3], [0.0, 0.0, -0.1], [-0.2, -0.1, 0.3], [0.1, 0.0, 0.0], [0.1, -0.1, -0.1], [0.1, 0.0, 0.1], [0.0, 0.0, 0.1], [-0.1, -0.1, -0.1], [0.1, 0.0, -0.2], [-0.1, 0.2, 0.0], [0.0, 0.0, 0.0], [0.1, 0.0, 0.0], [0.0, 0.0, 0.0], [0.0, 0.1, 0.0], [0.0, 0.0, -0.1], [0.1, 0.2, -0.1], [0.1, -0.1, 0.0], [0.2, 0.1, -0.1], [-0.1, 0.1, 0.0], [0.2, 0.0, 0.1], [0.0, 0.0, -0.1], [-0.1, -0.1, -0.1], [0.0, 0.0, 0.0], [0.0, 0.0, 0.0], [0.0, 0.0, 0.0], [0.0, 0.1, 0.0], [0.0, 0.0, 0.1], [0.0, 0.0, 0.0], [0.0, 0.0, 0.0], [0.0, 0.1, 0.0], [0.0, 0.1, 0.0], [0.1, -0.2, -0.1], [-0.1, 0.1, 0.0], [0.0, 0.0, 0.1], [0.0, -0.1, 0.0], [0.0, 0.0, 0.0], [0.0, 0.0, 0.0], [0.0, 0.1, 0.0], [0.0, 0.0, 0.0], [0.0, 0.0, 0.0], [0.0, 0.0, 0.0], [0.0, 0.0, 0.0], [-0.1, -0.1, 0.0], [0.1, 0.0, -0.1], [0.0, 0.0, 0.1], [0.0, -0.1, 0.1], [0.0, 0.0, 0.0], [0.0, 0.0, 0.0], [0.0, 0.0, 0.0], [0.0, 0.0, 0.0], [0.0, 0.0, -0.1], [0.0, 0.0, 0.0], [0.0, 0.0, 0.0], [0.1, 0.0, -0.1]],
  "mulliken_charge": [-0.868, -0.671, -0.640, -0.204, -0.615, 0.068, -0.413, -0.512, 0.281, -0.507, -0.491, 0.376, 0.264, -1.596, 0.940, -1.921, -0.520, 0.973, -1.589, -1.758, -0.357, 0.182, -0.537, 0.233, 0.439, 0.077, 0.372, 0.386, 0.480, 0.334, 0.502, -0.003, 1.036, 0.154, 0.288, 0.298, 0.441, 0.587, 0.500, 0.396, 0.509, 0.350, 0.639, -0.355, 0.241, 0.539, 0.212, 0.273, 0.380, 0.471, 0.298, 0.451, 0.271, 0.286, -1.463, 0.744, -1.308, -0.522, 0.363, 0.353, 0.366, 0.118, 0.360, 0.305, 0.363, 0.333, -1.317, 0.664, -1.440, -0.508, 0.338, 0.291, 0.392, 0.194, 0.355, 0.353, 0.383, 0.304, -1.125, 0.315, -0.692, -0.565, 0.157, 0.321, 0.408, 0.341, -0.194, 0.307, 0.447, 0.286],
  "total_charge": 1,
  "multiplicity": 1
}

---

How do the records compare in E_HOMO? In the order shown, they have -9.09 -11.80 eV.